# C10H32BrFNNbO10PS3

A molecular structure, C10H32BrFNNbO10PS3 (the ωB97M-V functional and the def2-TZVPD basis, OMol25).

Geometry (Å):
1 N 0.8183 1.9134 -1.2230
2 C -0.1806 1.5212 -2.2491
3 Nb -1.9614 0.3739 -1.3988
4 F -2.7504 0.0937 -3.0807
5 Br -3.4508 2.4282 -0.9673
6 P -0.3214 -1.6243 -1.6264
7 O -0.4709 -2.2433 -2.9752
8 H 1.7416 1.7589 -1.6020
9 H 0.7314 1.2770 -0.4471
10 H 0.2960 0.8919 -3.0073
11 H -0.5885 2.3970 -2.7498
12 H -3.0842 -0.8455 -0.6409
13 H -1.3216 0.5451 0.2869
14 H -0.4028 -2.5939 -0.6022
15 H 1.0257 -1.1956 -1.4516
16 O 1.7519 2.6035 3.8185
17 S 2.1629 3.9484 4.0477
18 O 1.1810 4.9750 4.1673
19 O 3.2329 4.3532 2.9671
20 C 2.8917 4.1490 1.5584
21 C 1.9359 5.2033 1.0516
22 C 3.2354 4.0176 5.4388
23 H 2.4956 3.1456 1.4130
24 H 3.8435 4.2126 1.0382
25 H 0.9571 5.1038 1.5155
26 H 1.8019 5.1033 -0.0244
27 H 2.3101 6.2017 1.2799
28 H 3.9964 3.2516 5.3300
29 H 2.6154 3.8271 6.3113
30 H 3.6735 5.0096 5.4895
31 O 3.7636 -4.0101 -6.0483
32 S 3.6385 -3.0894 -4.9565
33 O 4.2571 -1.8083 -5.0945
34 O 4.2104 -3.8031 -3.6528
35 C 5.5117 -4.4201 -3.7664
36 C 6.6487 -3.4211 -3.7155
37 C 1.9834 -2.9286 -4.4287
38 H 5.5377 -5.0148 -4.6797
39 H 5.5496 -5.1012 -2.9191
40 H 6.6534 -2.7803 -4.5939
41 H 7.5968 -3.9586 -3.6669
42 H 6.5568 -2.7868 -2.8348
43 H 1.5540 -3.9156 -4.3012
44 H 1.4521 -2.3769 -5.1989
45 H 1.9529 -2.3728 -3.4996
46 O -5.2585 -0.4968 1.2431
47 S -5.3280 -0.6829 2.6490
48 O -4.6059 -1.7493 3.2630
49 O -6.8607 -0.7890 3.0715
50 C -7.6634 -1.7217 2.3036
51 C -7.4325 -3.1645 2.6981
52 C -4.9606 0.8219 3.4690
53 H -7.4665 -1.5570 1.2445
54 H -8.6856 -1.4130 2.5098
55 H -6.4311 -3.4932 2.4306
56 H -8.1568 -3.7959 2.1823
57 H -7.5558 -3.2906 3.7734
58 H -5.5410 1.6156 3.0096
59 H -3.8965 0.9893 3.3166
60 H -5.1895 0.7119 4.5247

Results
**HOMO level**: -5.41 eV
**Strongest force on any atom**: 3.7 eV/A
**Orbital gap**: 0.2745 Eh
**E_LUMO**: 2.1 eV
**E**: -148958.5952 eV
**Charge**: -1